C38H76F6KN5O8S2 | wB97M-V/def2-TZVPD

Structure (XYZ):
```
136
Properties=species:S:1:pos:R:3:lowdin_charge:R:1
K 0.649 1.713 -0.095 0.79
C 4.457 2.579 2.515 -0.62
F 5.073 1.480 2.991 0.13
F 4.914 3.640 3.184 0.16
F 4.835 2.723 1.218 0.11
S 2.630 2.311 2.655 0.57
O 2.409 1.021 2.027 -0.35
O 2.315 2.411 4.039 -0.24
N 2.001 3.404 1.673 -0.36
S 1.457 4.865 2.155 0.61
O 0.010 4.954 2.307 -0.29
O 2.294 5.529 3.048 -0.25
C 1.729 5.776 0.503 -0.64
F 1.015 5.165 -0.466 0.09
F 1.280 7.050 0.672 0.12
F 2.986 5.764 0.121 0.16
C -2.934 3.002 1.233 -0.02
C -3.360 3.058 -0.249 -0.47
C -3.380 4.525 -0.728 -0.12
C -3.463 4.596 -2.268 -0.19
C -2.206 4.001 -2.877 -0.12
C -2.044 2.511 -2.389 -0.48
N -2.083 2.483 -0.914 -0.12
O -1.906 1.149 -0.533 -0.13
C -3.197 1.779 -3.170 -0.01
C -0.646 1.998 -2.789 -0.06
C -4.666 2.310 -0.463 -0.02
H -3.011 1.988 1.722 0.09
H -3.517 3.732 1.780 0.08
H -1.876 3.381 1.197 0.09
H -4.302 5.028 -0.354 0.13
H -2.526 5.143 -0.454 0.12
H -3.408 5.695 -2.455 0.12
H -4.426 4.307 -2.615 0.09
H -1.294 4.481 -2.506 0.11
H -2.202 4.011 -4.009 0.14
H -4.069 2.409 -3.178 0.05
H -2.849 1.589 -4.182 0.08
H -3.471 0.749 -2.849 0.07
H -0.344 0.973 -2.454 0.07
H -0.636 1.953 -3.872 0.09
H 0.079 2.787 -2.554 0.07
H -5.213 2.427 -1.438 0.09
H -5.344 2.721 0.292 0.10
H -4.542 1.232 -0.411 0.07
H -2.722 0.665 -0.661 0.05
C -4.239 -1.907 -1.743 0.00
C -3.610 -2.910 -0.692 -0.49
C -4.054 -4.373 -0.818 -0.12
C -3.458 -5.069 -2.059 -0.16
C -1.973 -5.064 -1.953 -0.15
C -1.407 -3.668 -1.807 -0.46
N -2.123 -3.031 -0.642 -0.10
O -1.602 -1.787 -0.424 -0.06
C 0.114 -3.767 -1.291 0.00
C -1.428 -2.832 -3.116 -0.02
C -4.118 -2.402 0.651 -0.04
H -3.826 -0.885 -1.581 0.05
H -5.265 -1.795 -1.545 0.06
H -4.147 -2.189 -2.764 0.05
H -3.629 -4.692 0.121 0.11
H -5.162 -4.440 -0.663 0.14
H -3.834 -4.624 -2.920 0.08
H -3.879 -6.094 -2.079 0.12
H -1.438 -5.357 -2.894 0.14
H -1.633 -5.654 -1.160 0.10
H 0.735 -3.946 -2.168 0.08
H 0.325 -2.792 -0.917 0.04
H 0.242 -4.422 -0.412 0.09
H -1.221 -1.784 -2.805 0.09
H -0.640 -3.172 -3.763 0.07
H -2.378 -2.907 -3.684 0.08
H -5.209 -2.320 0.662 0.09
H -3.731 -1.396 0.741 0.06
H -3.807 -3.114 1.391 0.08
H -1.075 -1.859 0.385 0.10
C -2.134 -0.770 3.091 -0.02
C -1.129 -1.240 4.162 -0.53
C -1.738 -2.285 5.026 -0.15
C -0.715 -3.109 5.773 -0.16
C 0.476 -3.684 4.967 -0.12
C 0.991 -2.617 3.980 -0.50
N -0.129 -1.918 3.330 -0.10
O 0.319 -1.024 2.348 -0.04
C 2.010 -1.749 4.816 0.00
C 1.737 -3.309 2.856 -0.03
C -0.594 -0.096 5.044 0.00
H -3.094 -0.614 3.579 0.10
H -2.172 -1.609 2.465 0.04
H -1.819 0.145 2.625 0.07
H -2.374 -1.818 5.778 0.13
H -2.391 -2.886 4.339 0.14
H -1.108 -3.926 6.350 0.10
H -0.209 -2.422 6.529 0.11
H 0.175 -4.560 4.475 0.09
H 1.375 -3.971 5.578 0.14
H 1.609 -1.735 5.813 0.06
H 2.927 -2.275 4.741 0.07
H 2.175 -0.671 4.388 0.11
H 2.312 -2.633 2.308 0.05
H 2.366 -4.121 3.243 0.10
H 0.924 -3.604 2.187 0.09
H -1.439 0.630 5.286 0.12
H 0.092 0.480 4.490 0.05
H -0.187 -0.541 5.945 0.06
H 1.033 -0.503 2.733 0.04
C 2.130 -0.572 -2.466 0.00
C 3.579 -0.632 -1.816 -0.47
C 4.587 -1.355 -2.708 -0.13
C 4.968 -0.653 -4.017 -0.17
C 5.617 0.679 -3.630 -0.13
C 4.688 1.540 -2.710 -0.50
N 4.177 0.733 -1.595 -0.09
O 3.252 1.460 -0.821 -0.11
C 5.526 2.636 -2.055 -0.03
C 3.480 2.095 -3.521 -0.01
C 3.427 -1.321 -0.489 -0.03
H 2.131 -0.059 -3.388 0.04
H 1.526 -0.119 -1.736 0.01
H 1.772 -1.596 -2.710 0.10
H 5.477 -1.504 -2.091 0.12
H 4.265 -2.398 -2.856 0.12
H 4.276 -0.498 -4.845 0.11
H 5.700 -1.259 -4.583 0.11
H 5.905 1.382 -4.410 0.11
H 6.556 0.477 -3.043 0.13
H 4.989 3.468 -1.611 0.08
H 6.089 2.198 -1.238 0.08
H 6.154 3.070 -2.836 0.09
H 2.846 1.311 -3.862 0.03
H 2.793 2.756 -2.931 0.09
H 3.931 2.669 -4.405 0.11
H 3.440 -2.400 -0.503 0.09
H 2.475 -1.027 -0.023 0.07
H 4.253 -0.977 0.173 0.11
H 3.676 1.515 0.035 0.05
```

Output
gap between HOMO and LUMO	8.8	eV
E	-118764.728	eV
E_HOMO	-8.64	eV
2S+1	1
LUMO	0.2	eV
largest force on an atom	0.072	Eh/bohr